No. 1
2 unconnected molecules or ions with the total composition C5H8N4S in a non-equilibrium geometry, computed with wB97M-V/def2-TZVPD.

Structure (XYZ):
```
18
Properties=species:S:1:pos:R:3:forces:R:3
C 1.535036 2.425139 -0.338686 -1.9727 -1.1099 3.2585
C 0.664223 1.331465 -0.101956 1.7513 1.9992 -0.1040
C -1.388101 -2.715225 1.232048 -0.5287 -1.6613 -2.9269
C -1.335632 -1.632565 1.980220 -1.4849 -0.4928 1.5533
C 0.286692 0.274702 -0.911902 -1.0115 -1.0466 -1.0235
N 1.588214 3.242394 0.793096 0.1680 -0.5556 -1.1983
N 0.879342 2.868209 1.764578 -0.1579 0.2216 0.5654
N 0.093777 -0.581932 -3.129542 1.8359 3.8310 -1.2635
N 0.457232 0.279671 -2.212237 0.5988 -0.3836 -1.6599
S 0.031216 1.426914 1.453133 0.3169 0.9887 0.1309
H 2.259203 2.537142 -1.079926 0.7203 0.3210 -1.2236
H -0.556652 -3.013378 0.443441 -1.5190 0.7027 2.0541
H -2.350392 -3.347265 1.074046 1.7619 1.2221 0.6243
H -0.497082 -1.057457 2.172264 2.0044 0.7653 -0.4300
H -0.443843 -0.421607 -0.540787 0.0645 -0.4817 0.0039
H -2.079813 -1.285193 2.723034 -0.2603 -0.7265 -0.8542
H -0.165861 -1.372350 -2.681953 -1.5514 -3.2677 1.9291
H 1.022443 1.041336 -2.638870 -0.7356 -0.3259 0.5644
```
Forces are in eV/Å.

Output
DFT total energy = -22105.23555 eV
HOMO (spin up / spin down) = -8.12 / -8.07 eV
energy above the lowest of the compared OMol25 structures with the same formula, charge and spin = 6.3406 eV
maximum force = 0.086 Eh/bohr
LUMO (spin up / spin down) = -0.592 / -0.546 eV

***

No. 2
8 unconnected molecules or ions with the total composition C7H30NO7 in a non-equilibrium geometry, computed with wB97M-V/def2-TZVPD.

Structure (XYZ):
```
45
Properties=species:S:1:pos:R:3:forces:R:3
C -0.097362 -3.293516 -2.186001 0.4627 0.3822 1.7912
C -0.149757 -1.853434 -1.550929 -0.8029 -1.1208 -0.6331
C -1.670410 -1.461632 -1.624457 0.3937 -0.3339 0.8831
C -2.269349 -1.553518 -0.205609 -2.7206 2.2416 0.0183
C -1.740943 -0.447403 0.807674 -2.0890 -0.2342 -0.1448
C -1.696798 -0.924890 2.225004 2.7538 -3.7822 0.6817
C -1.055615 -2.113747 2.513807 -1.3476 1.6052 -1.2275
N 0.714722 -0.812501 -2.290448 0.9232 -1.4387 0.2025
H 0.832973 -3.857035 -1.991439 0.1428 0.7471 -0.9250
H -0.480507 -3.224999 -3.204652 0.3830 -0.4874 0.0041
H -0.747298 -3.932624 -1.556425 -0.3756 0.6073 -0.5199
H 0.234447 -1.885107 -0.503636 -0.2510 0.2288 -0.9104
H -1.858937 -0.425208 -1.939945 0.3403 -0.2735 -0.2813
H -2.148827 -2.190190 -2.337176 0.1759 1.0242 0.7387
H -3.331625 -1.167050 -0.247422 0.7111 -0.9150 -0.6475
H -2.433186 -2.541568 0.179335 0.7359 -0.5571 0.3381
H -0.804330 -0.175344 0.393534 1.1502 0.9490 0.2950
H -2.474692 0.422208 0.808099 1.1892 -0.8184 -0.5051
H -2.047433 -0.449579 3.114464 -0.6765 0.9182 -0.0766
H -1.070792 -2.607420 3.472538 0.1389 0.3251 0.2748
H -0.627960 -2.709002 1.699034 -0.0839 0.1624 0.2640
H 0.208192 -0.224615 -2.942146 -0.4249 0.7783 0.4535
H 1.458425 -1.225743 -2.881431 -0.3109 -0.2133 0.6762
H 1.227299 -0.323979 -1.537831 -0.1535 0.4483 -0.4488
H -2.475807 3.579677 2.217538 -0.1014 0.1696 0.2049
H -2.358047 3.336907 0.724554 0.3703 0.1515 0.5644
O -1.883780 3.743912 1.478595 -0.7504 -0.1101 -0.6927
H 0.323676 2.554936 -2.018889 -0.3854 0.0238 -0.2424
H 0.572326 2.692410 -3.515197 -0.0256 0.0744 -0.1976
O 0.109806 2.142680 -2.879114 0.3087 -0.2799 0.4578
H 2.516371 0.448965 1.407150 -0.0066 -0.4431 -0.0599
H 1.782399 1.676479 0.974487 -0.1510 -0.5888 -0.7784
O 2.173528 0.852556 0.594795 -0.0593 1.2312 0.4771
H 3.343819 -0.210435 -0.542867 -0.1712 0.1557 -0.1045
H 3.206702 -1.479142 0.224551 -0.1062 -0.2303 -0.2322
O 3.085383 -1.131821 -0.669950 0.3364 -0.4706 -0.1015
H -0.745865 4.282309 -0.160720 0.4300 0.4122 0.0188
H 0.663747 4.719349 -0.737286 -0.3328 0.2400 0.2031
O 0.050680 3.989116 -0.617311 0.2146 -0.5153 -0.3057
H 3.315935 0.300553 3.610805 -0.2598 -0.3458 0.3799
H 4.222617 0.569177 2.466863 -0.3578 -1.0015 0.1492
O 3.600205 -0.125801 2.796542 0.8226 1.3371 -0.3973
H -0.215426 2.964928 1.965882 0.0618 -0.9604 -1.3689
H 0.520713 1.983946 2.688345 0.3436 -0.9427 0.1227
O 0.220780 2.087195 1.777286 -0.4446 1.8496 1.6025
```
Forces are in eV/Å.

Output
DFT total energy = -23561.36149 eV
total charge = +1
HOMO = -11.83 eV
energy above the lowest of the compared OMol25 structures with the same formula, charge and spin = 2.4123 eV
maximum force = 0.092 Eh/bohr
LUMO = -2.395 eV

***

No. 3
A molecular structure, C4H6ClIO3S in a non-equilibrium geometry, computed with wB97M-V/def2-TZVPD.

Structure (XYZ):
```
16
Properties=species:S:1:pos:R:3:forces:R:3
C 0.270584 -1.671358 0.126914 -0.3423 -1.2018 -1.0858
C 1.635808 -1.120308 0.418155 -0.8999 1.6313 1.8725
C -0.889012 1.780907 1.048991 0.5310 -2.0787 -1.0356
C -0.781126 -0.687848 -0.425275 2.7214 0.1847 -1.9351
O -0.057049 -2.842017 0.125536 0.4899 1.1610 0.7262
O -1.576256 1.495092 -1.532518 -1.6720 0.2056 -0.6310
O 0.742806 1.486884 -1.054397 2.1575 -0.1683 0.4791
S -0.549867 1.100997 -0.645357 -1.3226 1.6762 0.3861
Cl -2.363981 -1.063947 -0.396347 -1.4645 -0.7974 0.3183
I 0.237264 -1.129933 -3.066847 -0.6792 0.2050 1.7492
H 1.860512 -1.008785 1.504580 -0.7619 0.0571 -0.4545
H 2.450784 -1.659018 0.120641 1.5750 -2.3880 -1.1694
H 1.830456 -0.174203 -0.053209 -0.4386 0.6061 -0.0422
H -1.950603 2.066575 1.145541 0.5626 -0.3780 -0.1194
H -0.647657 0.766409 1.548996 -0.1809 2.3217 0.5522
H -0.212663 2.660555 1.134596 -0.2755 -1.0365 0.3895
```
Forces are in eV/Å.

Output
DFT total energy = -41842.53246 eV
HOMO (spin up / spin down) = -9.53 / -9.53 eV
energy above the lowest of the compared OMol25 structures with the same formula, charge and spin = 1.8222 eV
maximum force = 0.065 Eh/bohr
LUMO (spin up / spin down) = -2.911 / -2.913 eV

***

No. 4
A molecular structure, C19H9Cl2MoN3O2S3 in a non-equilibrium geometry, computed with wB97M-V/def2-TZVPD.

Structure (XYZ):
```
39
Properties=species:S:1:pos:R:3:forces:R:3
Mo 0.359878 -0.107568 -0.054558 -0.1556 0.5256 -0.8856
S -0.455860 -4.082419 1.742976 -0.0266 -0.2392 0.1543
C 0.101514 -3.092116 3.065001 -0.0521 -0.1825 0.0430
C 0.316490 -3.475382 4.383473 0.0132 -0.0175 0.0505
C 0.752336 -2.501566 5.260608 -0.0040 0.0082 0.0177
C 0.966995 -1.184039 4.836095 0.0030 -0.0505 0.0328
C 0.754041 -0.807708 3.524732 0.0226 0.0516 0.0205
C 0.319302 -1.785674 2.641133 -0.1336 0.0385 -0.4367
N 0.031072 -1.640620 1.264748 -0.2281 0.0237 0.4057
C -0.404850 -2.778094 0.699432 0.0546 0.3071 -0.1008
C -0.705487 -2.728073 -0.729102 -0.0236 0.0245 0.1224
C -1.227832 -3.770973 -1.464651 -0.0379 -0.1096 -0.0783
C -1.459331 -3.591280 -2.830045 0.0110 0.0026 0.0441
C -1.166508 -2.383215 -3.445711 0.0079 0.0109 -0.0364
C -0.645997 -1.320375 -2.713934 -0.0084 -0.1248 -0.0218
C -0.430449 -1.487496 -1.348009 0.3133 0.1908 0.3466
H 0.149693 -4.492693 4.711747 0.0015 0.0209 -0.0054
H 0.926745 -2.761933 6.295799 0.0038 0.0106 -0.0178
H 1.305981 -0.445435 5.549980 -0.0082 -0.0183 -0.0071
H 0.923189 0.213717 3.211364 -0.0022 0.0144 -0.0225
H -1.458762 -4.721100 -0.996696 0.0109 0.0159 -0.0203
H -1.867853 -4.405835 -3.413503 0.0034 0.0091 0.0185
H -1.342978 -2.259133 -4.506113 -0.0106 -0.0115 0.0130
H -0.410205 -0.390413 -3.211754 0.0006 0.0206 0.0076
S -0.224573 1.811552 -1.222525 0.5873 -0.6956 0.2791
C -1.608769 2.010712 -0.222269 -0.5965 0.4511 0.1136
S -1.601117 0.680542 0.902234 0.4847 -0.3252 0.0641
C -2.516660 3.003760 -0.305028 0.1179 -0.0265 0.0382
C -3.625921 3.014056 0.601041 -0.1533 0.0424 -0.0823
N -4.521187 2.949418 1.319754 0.1743 -0.0022 -0.0340
C -2.369195 4.028930 -1.296687 -0.1959 0.0577 0.0094
N -2.255250 4.832091 -2.111393 0.0770 -0.1350 0.1010
Cl 5.162422 -0.672391 0.596711 0.0570 -0.1351 0.1751
C 4.276549 0.246268 -0.580060 0.0584 0.0773 -0.1594
Cl 4.591633 1.990296 -0.502000 -0.1087 -0.0228 0.0309
C 2.796424 0.134279 -0.375356 -0.5388 0.0775 0.0199
O 1.970590 0.221736 -1.351664 0.2668 0.0903 0.1310
O 2.235994 -0.024605 0.772837 0.0397 0.0229 -0.2742
H 4.527197 -0.095866 -1.579988 -0.0247 0.0021 -0.0562
```
Forces are in eV/Å.

Output
DFT total energy = -87802.72072 eV
total charge = +2
HOMO (spin up / spin down) = -15.49 / -15.49 eV
energy above the lowest of the compared OMol25 structures with the same formula, charge and spin = 0.0000 eV
maximum force = 0.020 Eh/bohr
LUMO (spin up / spin down) = -10.286 / -10.267 eV

***

No. 5
A single C15H16BrNO3 molecule, computed with wB97M-V/def2-TZVPD.

Structure (XYZ):
```
36
Properties=species:S:1:pos:R:3:forces:R:3
C -3.793540 -0.902748 -0.723989 -0.0979 0.1212 0.1680
H -3.257852 -0.369376 -1.505193 0.0485 0.0111 -0.1127
H -3.431992 -1.927474 -0.706254 0.0297 -0.1059 -0.0497
H -4.850923 -0.913160 -0.977723 -0.0862 -0.0484 -0.0932
C -3.582908 -0.228837 0.632224 0.0020 -0.1331 -0.1512
C -2.134720 -0.208207 1.033448 -0.0046 0.0433 0.1028
C -1.461378 -1.390554 1.313787 -0.0303 0.1470 -0.0380
C -0.132321 -1.397024 1.693251 0.2804 0.0042 0.0917
C 0.564915 -0.201868 1.817006 -0.1875 0.2556 -0.0817
C -0.106760 0.978463 1.505797 0.4281 0.1525 0.0841
C -1.433104 0.986524 1.125317 0.0602 -0.1198 0.0447
H -1.913549 1.925774 0.895110 -0.0384 0.0828 -0.0028
Br 0.877085 2.601104 1.595215 -0.1976 0.0110 0.0034
O 1.858745 -0.077996 2.243496 -0.1373 0.0479 0.2320
C 2.736794 -1.152223 1.977658 0.0115 -0.3526 -0.1065
H 3.711563 -0.832856 2.355402 -0.0998 -0.0750 -0.0319
H 2.442418 -2.072587 2.491451 0.0463 0.0739 -0.1491
C 2.808271 -1.398604 0.462512 0.0542 0.1834 0.4772
O 2.756257 -2.498714 -0.038474 -0.0080 -0.3981 -0.0840
N 2.917160 -0.243590 -0.220323 0.2014 0.3632 -0.1189
H 2.916966 0.623982 0.299729 -0.1440 -0.1431 0.0331
C 2.701427 -0.135075 -1.651619 -0.2617 -0.0836 0.0144
C 1.553602 0.783296 -1.909880 0.6211 0.6549 -0.1731
C 1.513355 2.136877 -2.080068 0.1415 -0.7073 -0.0264
C 0.144221 2.484192 -2.172947 -0.4271 -0.3658 0.0596
C -0.542448 1.318379 -2.043273 -0.1475 0.8338 -0.1249
O 0.298004 0.284138 -1.880242 0.1034 -0.4770 0.0583
H -1.591417 1.101118 -2.055023 -0.1157 -0.1336 0.0050
H -0.262900 3.464372 -2.309480 -0.1793 0.1809 -0.0368
H 2.350225 2.802137 -2.134051 0.2579 0.0884 -0.0090
H 2.488626 -1.142797 -2.016875 0.1100 0.1288 -0.0440
H 3.603684 0.252578 -2.134030 -0.1647 -0.0826 -0.0557
H 0.357528 -2.335986 1.893774 0.0795 -0.1090 0.0249
H -1.985503 -2.331449 1.241470 -0.0650 -0.1320 -0.0112
H -3.966638 0.792236 0.593667 -0.0298 -0.0172 0.0887
H -4.152885 -0.774031 1.389131 -0.0535 0.1004 0.0133
```
Forces are in eV/Å.

Output
DFT total energy = -93489.46434 eV
HOMO = -8.56 eV
maximum force = 0.018 Eh/bohr
LUMO = 0.672 eV